Computed, not measured: a cluster of 6 separate species, C52H48Br2F3NO13 in total at a distorted geometry, with wB97M-V/def2-TZVPD.

XYZ file:
```
119
Properties=species:S:1:pos:R:3:lowdin_charge:R:1
H -6.751 6.561 -0.430 0.1227
H -1.114 -6.100 -0.485 0.1124
H 5.842 0.298 1.233 0.1055
C 6.859 6.217 -6.001 -0.3853
C 4.454 4.703 -6.402 -0.3623
Br -3.309 -2.864 5.757 0.8331
C -1.388 -7.246 -2.251 0.0242
H 5.556 1.484 4.030 0.0688
H 3.959 2.448 2.312 0.1061
H 6.868 1.775 2.873 0.0688
O 3.437 4.062 -6.569 0.0940
H -5.746 4.636 0.800 0.0966
H -4.624 -0.852 2.234 0.1024
O 3.465 -6.082 4.923 0.1063
C -9.630 4.645 0.115 0.0221
H 2.330 -8.410 5.072 0.1210
H 2.066 1.604 1.890 0.1021
H -3.859 -3.056 3.195 0.0956
C 3.521 1.649 0.335 -0.1941
H 0.362 -3.362 -0.515 0.1572
H 3.865 0.783 -0.238 0.1029
O -9.289 6.714 -0.955 0.1080
C 1.649 -7.569 5.100 0.0196
C -1.533 -0.975 4.587 -0.9250
H 3.563 2.514 -0.332 0.0889
F -3.915 -0.566 4.542 -0.0349
C 2.749 0.034 -6.506 -0.3844
C -0.863 0.987 -0.260 -0.1426
H 5.278 2.600 1.102 0.1069
C 3.315 -0.607 -5.292 0.0227
F -0.732 -1.969 4.975 0.0049
C -3.620 2.911 2.414 -0.3896
O 2.688 1.923 -2.890 0.0922
C 0.304 -1.311 -0.799 -0.3459
H 4.458 -0.059 2.342 0.1084
O 7.874 6.855 -5.832 0.1116
H -2.332 3.377 4.058 0.0775
F -0.988 -0.458 3.477 0.0639
C 5.194 0.685 2.024 -0.2695
H 1.820 -4.075 4.988 0.1219
C 4.781 5.868 -7.259 0.0230
O -3.698 4.092 1.598 -0.0633
C 6.116 1.049 3.199 -0.1265
C -8.798 5.781 -0.359 -0.3867
C -0.666 -6.656 -1.301 0.0208
H 4.067 6.109 -8.036 0.1221
H -2.469 -7.205 -2.264 0.1233
C 3.293 0.010 -4.114 0.0236
C -9.091 3.621 0.771 0.0214
O -1.779 -6.690 5.334 0.1013
H -4.628 1.033 2.370 0.1029
C 5.895 6.571 -7.073 0.0231
H -4.727 1.907 0.868 0.1254
H -1.521 3.408 2.523 0.0764
C 6.530 5.051 -5.143 0.0258
H 1.565 3.360 -0.238 0.1098
H 5.160 3.494 -4.715 0.1193
C 2.140 2.005 -5.178 0.0017
O 1.475 -6.192 -0.443 0.0963
C -1.337 -2.532 0.292 -0.3477
C -4.040 1.624 1.673 -0.0728
N -0.269 -2.574 -0.611 0.1860
C -1.942 1.566 0.355 0.0242
C -0.744 -7.999 -3.355 -0.3868
O -1.785 -3.560 0.752 0.0976
H -4.181 -2.103 1.117 0.1326
H -0.135 -8.696 5.268 0.1207
H 2.543 -7.521 -2.398 0.1218
C 0.036 -5.203 5.156 0.0217
C 4.495 1.947 1.501 -0.2290
H 7.245 4.809 -4.366 0.1239
H -10.689 4.702 -0.103 0.1221
C 1.071 2.467 0.152 -0.1612
H 1.716 0.448 0.642 0.0878
H -2.212 -2.718 2.748 0.1055
H 6.152 7.425 -7.687 0.1227
O 2.768 -0.529 -7.580 0.1023
H -1.905 1.823 3.301 0.0377
H 1.716 2.990 -5.048 0.1171
H 6.679 0.176 3.542 0.0650
C 1.354 -5.050 5.051 0.0273
C -1.726 -1.089 0.457 -0.0390
C 2.162 1.387 -6.355 0.0118
O -1.402 -8.534 -4.220 0.1086
C -7.342 5.726 -0.075 0.0272
C 0.199 1.826 -0.965 -0.1083
Br -1.560 0.437 5.939 0.8362
C 2.704 1.364 -3.967 -0.3735
C -2.898 0.868 1.043 -0.1364
O -7.135 2.643 1.652 0.1029
C 1.461 -7.482 -2.412 0.0193
H 3.697 -0.439 -3.215 0.1202
C -0.740 -0.381 -0.230 -0.0255
H 0.395 2.798 0.950 0.0923
H -0.643 -4.362 5.184 0.0755
C 0.739 -8.071 -3.360 0.0213
C 5.416 4.348 -5.330 0.0303
H 0.788 1.165 -1.591 0.0813
C -2.781 -0.527 1.111 -0.0982
H 1.759 1.838 -7.252 0.1232
C -3.771 -1.410 1.858 -0.0821
H -4.349 3.052 3.220 0.1351
H 3.739 -1.594 -5.422 0.1210
H -0.346 2.584 -1.533 0.1218
C -7.636 3.573 1.054 -0.3752
C -0.579 -6.551 5.240 -0.3822
C 2.048 1.473 0.802 -0.1726
C 2.265 -6.220 5.016 -0.3862
C -2.243 2.836 3.111 -0.0393
H -9.679 2.785 1.126 0.1214
H 1.190 -8.626 -4.173 0.1222
C -3.159 -2.244 3.000 -0.1659
C 0.815 -6.729 -1.309 -0.3875
C -6.805 4.700 0.581 0.0266
H -3.833 4.836 2.193 0.0955
C -2.976 -1.516 4.342 -0.7732
O 1.398 -1.088 -1.279 0.1027
H -2.002 2.649 0.285 0.1371
C 0.332 -7.722 5.205 0.0190
```

Properties
HOMO-LUMO gap   7.743 eV
LUMO level   -1.70 eV
SMILES   CCCCCCCc1cc(C[C@@H](C)O)c(CC[C@@](F)(Br)C(F)(F)Br)c2c1C(=O)NC2=O.O=C1C=CC(=O)C=C1.O=C1C=CC(=O)C=C1.O=C1C=CC(=O)C=C1.O=C1C=CC(=O)C=C1.O=C1C=CC(=O)C=C1
Charge   0
Largest force on an atom   2.35 eV Å⁻¹
Calculated total energy   -231042.9853 eV